The following is a DFT calculation (ωB97M-V/def2-TZVPD) of a structure of composition C63H59BN4O3P2S3Tl at a distorted geometry.

## Properties
- LUMO: -3.2 eV
- Spin multiplicity: 1
- Total charge: +1
- Total energy: -4955.3883 Ha
- Relative energy (zero: lowest compared OMol25 entry of this formula, charge and spin): 271.5 kJ/mol
- F_max: 1.29 eV/A
- HOMO: -9.769 eV

Geometry as XYZ:
```
136
Properties=species:S:1:pos:R:3:forces:R:3
C -1.216630 1.662692 -5.618237 0.0 0.0 -0.1
C 2.466173 1.128911 6.290472 0.1 0.1 0.2
C 5.973823 1.342279 1.428679 0.0 0.0 0.0
C 2.382319 -1.442986 -4.717376 0.3 -0.3 -0.1
H -2.733184 1.808343 3.241951 0.0 0.1 0.0
C -3.788776 -5.369679 0.600309 -0.1 -0.2 -0.3
C -0.533524 6.979477 0.886975 0.1 0.1 0.1
N -1.706007 -3.260751 -3.268129 -0.2 0.0 -0.3
C -0.772978 2.642471 7.482272 -0.1 0.0 0.1
H -3.085120 -5.580925 -0.206511 0.0 0.0 0.1
C -1.089645 4.755119 0.239770 0.0 -0.5 0.0
C 2.702741 -2.229864 3.658077 0.0 0.1 -0.1
C -2.067296 2.177611 5.260214 0.0 0.1 0.2
H 3.712791 -5.476134 5.530806 0.0 0.0 0.0
O -2.156973 0.720872 1.384611 -0.4 -0.5 -0.6
C -2.409665 5.033940 -1.723708 -0.2 0.3 -0.2
C -0.977456 2.133056 6.080836 0.1 -0.1 -0.1
N -2.780531 -5.324436 -2.786583 -0.1 -0.1 0.2
C 1.858370 -3.333690 3.692406 0.1 0.0 -0.2
H 3.353048 -3.087544 -5.737964 0.0 -0.1 0.0
H -1.862167 -2.316024 -6.254034 0.0 0.0 0.0
C 0.695528 2.300232 7.824400 0.1 0.0 0.1
C -1.135931 3.330890 0.205786 0.0 0.2 -0.2
C 3.424979 -4.568133 5.018634 0.0 0.0 0.1
O 1.046529 -1.235012 -4.160917 -0.7 0.2 0.0
H 0.547324 2.429297 -6.551523 0.0 0.0 0.0
C 2.208797 -4.494247 4.364279 -0.1 -0.1 0.0
C -0.481372 2.718869 1.336487 -0.1 0.1 -0.6
Tl -0.646225 -1.857935 -1.287094 0.0 -0.9 -1.0
H 2.723971 1.967020 2.119045 0.0 0.0 0.0
C -2.269860 -3.578216 3.340693 0.1 0.0 0.1
C -1.806811 2.771603 -0.952316 0.1 0.2 0.6
C -2.435882 -3.129553 -4.377651 -0.2 0.0 -0.1
C 3.309710 -1.280557 -3.463556 0.1 0.3 -0.1
H -1.745966 1.545873 -6.554819 0.0 0.0 0.0
C 4.785898 -0.705665 1.869532 -0.1 0.1 -0.1
S -3.223105 -2.345077 -0.219459 0.5 0.6 -0.4
H -5.293415 -1.863357 -3.314648 0.0 0.0 0.0
H 0.743807 2.981913 3.051661 -0.1 0.1 0.0
S -0.712566 0.959374 1.675768 -0.1 0.4 0.5
P 2.075469 -0.794539 2.680662 -0.1 0.1 0.2
H -3.059338 -1.354374 -5.395317 0.0 0.0 0.0
H 2.186746 -3.586204 -4.490166 0.0 -0.1 0.0
H 1.908133 -0.628424 -6.634647 0.0 0.0 0.0
H 4.271892 0.207796 -2.274638 0.0 0.0 0.0
H 0.767119 1.644018 8.692777 0.0 0.0 0.0
H 3.625663 0.079027 4.852865 0.0 0.0 0.0
C -1.846098 1.326395 -4.427301 0.0 0.0 0.1
H 2.962041 0.835749 -3.279818 0.0 0.1 0.0
H 6.876949 -0.599370 1.419964 0.0 0.0 -0.1
C -6.177086 -0.212515 -2.251561 0.0 0.0 0.0
H -1.838137 -3.381919 4.304627 0.0 0.0 0.0
C -2.406932 3.640814 -1.843934 0.0 -0.2 0.1
C 0.322942 4.870553 2.163841 0.2 0.3 0.2
H 6.891951 1.858348 1.180930 0.0 0.0 0.0
C -0.741625 1.175803 3.472922 0.5 -0.5 0.3
C -1.913879 1.721770 3.944914 0.1 -0.3 -0.3
H 4.773701 -1.785300 1.919973 0.1 0.0 0.1
H 1.536357 -5.341820 4.346901 0.0 0.0 0.0
C 1.668267 0.350140 4.091216 -0.1 0.2 0.0
H 0.938797 -3.298052 3.129994 -0.2 0.0 -0.1
C 2.648700 0.492089 5.054997 -0.2 0.1 -0.2
H 5.230550 -3.520131 5.511493 0.0 0.0 0.0
H 5.067416 -2.220337 -4.284982 0.1 0.0 0.0
H -1.472528 2.171313 8.174114 0.0 0.0 0.0
N -2.329425 -2.628174 2.349609 0.0 -0.2 -0.1
C 2.621037 -0.442916 -5.831998 -0.1 -0.1 0.2
B 1.141391 -1.393142 -2.830596 -0.1 -0.2 0.7
C -5.117753 -0.945995 -2.766613 0.0 0.0 -0.1
H 2.490383 0.582206 -5.499743 0.1 0.0 0.0
C -1.484039 7.034716 -0.326797 -0.1 0.1 -0.1
C 0.143416 1.933230 -3.230665 0.0 -0.1 0.0
H -0.933747 7.527834 1.740109 0.0 0.0 0.0
H -0.951546 3.718023 7.524311 0.0 0.0 0.0
H -4.045818 -3.934029 -5.568074 0.0 0.0 0.0
C 3.923722 -2.313369 4.331983 -0.1 -0.1 0.0
C 4.462651 -2.263920 -3.379707 -0.3 0.0 0.1
H -2.026249 -1.667821 2.414245 -0.1 0.2 -0.1
C -5.930776 0.941756 -1.523316 -0.1 0.0 0.0
H 4.793728 3.133130 1.466392 0.0 0.0 0.0
C -4.632696 1.385715 -1.314946 0.0 0.0 0.0
C -0.378038 5.515079 1.195697 -0.2 -0.1 -0.3
H 0.911388 5.403261 2.899091 0.0 0.0 0.0
C 0.218598 1.542890 5.619234 0.1 -0.1 -0.3
H -2.870621 0.978355 -4.435239 0.0 0.0 0.0
H -4.360927 -5.862764 -3.973404 0.0 0.0 -0.1
H 1.757177 2.716052 -4.395826 0.0 0.0 0.0
C -3.570701 0.666531 -1.847087 0.1 -0.2 0.1
H 1.270538 3.199472 8.048767 0.0 0.0 0.1
C -2.816349 -4.701768 2.829750 0.0 -0.1 0.2
C 0.755035 2.305511 -4.413508 0.0 0.0 0.1
C 3.634725 1.401342 1.960761 0.0 -0.1 0.0
H 0.676965 2.026342 -2.287790 0.0 0.1 0.0
C -3.822978 -0.510786 -2.549135 -0.1 0.2 0.0
H -2.898248 3.216318 -2.711138 0.0 0.1 0.0
H -2.979979 -1.092236 -2.900180 -0.1 -0.1 -0.2
C -1.728503 5.596171 -0.692985 0.2 -0.1 0.2
P -1.813949 1.017444 -1.550343 0.0 0.7 0.1
H 5.081404 -2.000285 -2.526714 0.1 0.0 0.1
C 5.960714 -0.038817 1.556060 0.1 0.0 -0.1
H 3.296155 1.192990 6.981909 0.0 0.0 0.0
H 3.631518 -0.573516 -6.220003 0.0 0.0 -0.1
H -2.425251 7.526820 -0.075138 0.0 0.0 0.0
H 4.101394 -3.280355 -3.237614 0.0 0.0 -0.1
C -3.422693 -4.058519 -4.695086 0.1 0.0 0.1
C 2.392835 -2.861630 -5.277791 -0.1 0.2 0.2
N -3.200156 -4.430279 1.534602 0.3 0.4 0.1
H 4.626922 -1.493732 4.305826 0.0 0.0 0.0
H -1.360213 -1.344675 -4.860092 0.0 0.0 0.0
C 0.235944 3.474252 2.231530 0.1 -0.2 0.0
C 0.078254 2.153806 -5.616462 -0.1 0.1 0.0
C 3.625102 0.017460 2.132274 -0.1 0.0 0.0
C 0.394508 0.973212 4.329713 -0.2 0.0 0.2
C 3.805971 0.146274 -3.257869 -0.2 -0.2 0.0
H 0.435973 7.421446 0.650526 0.0 0.0 0.0
H -1.051198 7.589420 -1.159722 0.0 0.0 0.0
H -4.449839 2.276254 -0.728642 0.0 0.0 0.0
C -1.863969 -4.389720 -2.545995 0.0 0.0 0.0
H 1.611913 -2.944925 -6.032226 0.0 0.0 0.0
H -4.692469 -4.944567 0.168565 0.0 0.0 0.1
H -2.923294 5.633984 -2.463457 0.0 0.0 0.0
C 1.232779 1.622099 6.593600 -0.2 -0.1 -0.2
H -7.193075 -0.551769 -2.403951 0.0 0.0 0.0
C 4.798681 2.059403 1.600558 0.0 0.0 0.0
H -4.026280 -6.289952 1.126995 0.0 0.1 0.1
C -2.160311 -1.958724 -5.266842 0.0 0.0 0.0
C -2.887634 -3.153553 1.240212 0.1 -0.1 0.1
C 4.275908 -3.471067 5.004652 0.1 0.0 0.0
S -0.776681 -4.598278 -1.221756 0.5 0.3 0.6
O 2.390557 -1.533661 -2.351305 0.0 -0.1 0.4
H -3.011434 2.598450 5.578450 0.0 0.0 0.0
C -1.167392 1.451857 -3.222044 0.1 -0.4 0.1
H -2.967990 -5.664740 3.281395 0.0 0.0 0.0
C -3.577001 -5.127318 -3.829680 0.1 0.1 -0.1
H 4.530417 0.430451 -4.019734 0.0 0.0 0.0
H -6.760281 1.496525 -1.104549 0.0 0.0 0.0
```
Forces are in eV/Å.